Record 1
Below is C16H44AlB3O8S4 as an isolated structure, with properties calculated with ωB97M-V/def2-TZVPD.

The calculation puts the lowest unoccupied orbital energy at -0.143 Eh. Its HOMO energy is -0.33902 hartree. The HOMO-LUMO gap comes out at 5.34 eV.

Positions of all 76 atoms, in Å:
Al (-15.294, -25.663, -18.708)
B (-14.655, -26.058, -15.930)
H (-13.928, -25.278, -16.428)
H (-15.799, -25.752, -16.022)
H (-14.480, -27.088, -16.508)
H (-14.485, -26.238, -14.779)
B (-16.471, -28.455, -18.845)
H (-15.651, -28.437, -18.000)
H (-15.957, -27.763, -19.715)
H (-16.528, -29.566, -19.237)
H (-17.506, -28.128, -18.417)
B (-13.721, -23.282, -19.116)
H (-13.428, -23.752, -20.155)
H (-14.876, -23.052, -19.190)
H (-13.513, -24.022, -18.189)
H (-13.126, -22.288, -18.907)
C (-20.229, -25.048, -14.711)
C (-20.129, -26.573, -14.885)
C (-20.164, -26.849, -16.395)
S (-19.302, -25.458, -17.193)
O (-20.104, -24.880, -18.250)
O (-17.946, -25.867, -17.476)
C (-19.310, -24.393, -15.730)
H (-20.011, -24.688, -13.709)
H (-21.286, -24.859, -14.917)
H (-20.996, -27.007, -14.394)
H (-19.195, -26.966, -14.481)
H (-21.207, -26.737, -16.705)
H (-19.798, -27.772, -16.837)
H (-19.566, -23.397, -16.087)
H (-18.288, -24.402, -15.350)
C (-13.601, -30.734, -20.680)
C (-12.534, -30.121, -19.761)
C (-11.818, -28.952, -20.430)
S (-13.139, -28.153, -21.359)
O (-12.649, -27.752, -22.654)
O (-13.850, -27.254, -20.474)
C (-14.172, -29.649, -21.600)
H (-14.394, -31.109, -20.032)
H (-13.304, -31.615, -21.248)
H (-11.818, -30.821, -19.334)
H (-13.070, -29.688, -18.909)
H (-11.165, -29.420, -21.174)
H (-11.177, -28.287, -19.859)
H (-14.163, -29.886, -22.658)
H (-15.155, -29.353, -21.234)
C (-18.559, -20.934, -21.384)
C (-19.170, -22.285, -21.757)
C (-19.440, -22.973, -20.445)
S (-18.094, -22.589, -19.306)
O (-17.100, -23.643, -19.353)
O (-18.581, -22.154, -18.022)
C (-17.497, -21.161, -20.314)
H (-19.318, -20.225, -21.044)
H (-18.172, -20.503, -22.309)
H (-18.496, -22.892, -22.361)
H (-20.141, -22.166, -22.235)
H (-19.668, -24.035, -20.440)
H (-20.216, -22.470, -19.859)
H (-16.634, -21.609, -20.812)
H (-17.138, -20.404, -19.623)
C (-15.188, -22.046, -13.636)
C (-13.943, -21.428, -14.259)
C (-13.769, -22.108, -15.614)
S (-15.458, -22.169, -16.274)
O (-15.670, -23.474, -16.849)
O (-15.645, -20.996, -17.101)
C (-16.322, -21.930, -14.661)
H (-15.487, -21.602, -12.687)
H (-15.122, -23.130, -13.502)
H (-13.045, -21.457, -13.644)
H (-14.186, -20.366, -14.362)
H (-13.518, -23.171, -15.588)
H (-13.143, -21.624, -16.358)
H (-17.131, -22.616, -14.428)
H (-16.706, -20.912, -14.742)

These are the Mulliken partial charges, in e, on atoms 1 to 8:
1 Al 0.676
2 B 1.011
3 H -0.317
4 H -0.432
5 H -0.249
6 H -0.155
7 B 1.177
8 H -0.244


Record 2
Below is a 3-piece molecular cluster, C16H44BrClN7O6P4 overall, with properties calculated with ωB97M-V/def2-TZVPD.

As for the total charge: -1. The calculation puts the lowest unoccupied orbital energy at -0.004 Eh. Its HOMO energy is -0.15374 hartree. The HOMO-LUMO gap comes out at 4.09 eV.

Positions of all 79 atoms, in Å:
C (-0.207, -3.482, 0.120)
P (-0.988, -5.239, -0.086)
O (-1.885, -4.918, 1.405)
C (-0.008, -5.594, -1.704)
C (1.475, -6.253, -1.468)
O (1.721, -7.423, -2.118)
Cl (2.759, -5.428, -0.406)
N (-2.257, -4.503, -1.100)
C (-3.533, -4.828, -0.628)
O (-4.752, -5.437, -0.625)
P (-1.887, -7.226, -0.121)
O (-3.053, -7.453, 1.174)
Br (-0.223, -8.751, 0.398)
H (-1.099, -2.796, 0.515)
H (0.135, -3.002, -0.897)
H (0.669, -3.444, 0.898)
H (0.110, -5.746, 0.724)
H (-1.152, -4.827, 2.109)
H (-0.698, -6.317, -2.356)
H (0.140, -4.627, -2.358)
H (-2.555, -7.541, 2.050)
O (-0.932, -0.843, -2.708)
P (-0.577, 0.648, -2.928)
N (-2.091, 0.957, -3.620)
C (-2.433, 1.627, -4.855)
C (-3.148, 1.192, -2.635)
N (0.644, 0.250, -4.067)
C (0.313, -0.212, -5.408)
C (1.657, -0.669, -3.515)
N (-0.170, 2.362, -3.180)
C (0.467, 2.936, -4.364)
C (0.538, 2.862, -1.994)
H (-2.378, 2.717, -4.767)
H (-3.459, 1.378, -5.161)
H (-1.821, 1.310, -5.693)
H (-3.117, 2.223, -2.267)
H (-3.037, 0.525, -1.774)
H (-4.143, 0.995, -3.052)
H (-0.467, -0.979, -5.398)
H (1.190, -0.625, -5.923)
H (0.002, 0.618, -6.041)
H (1.312, -1.711, -3.528)
H (1.898, -0.405, -2.479)
H (2.591, -0.607, -4.086)
H (1.511, 2.624, -4.476)
H (0.460, 4.030, -4.302)
H (-0.067, 2.701, -5.285)
H (1.551, 2.456, -1.936)
H (0.004, 2.567, -1.084)
H (0.593, 3.956, -1.988)
O (2.344, 2.635, 1.949)
P (1.755, 2.327, 3.348)
N (0.243, 1.955, 2.684)
C (-1.077, 2.417, 3.051)
C (0.150, 0.587, 2.171)
N (1.919, 3.963, 3.842)
C (1.035, 5.003, 3.334)
C (3.304, 4.456, 3.724)
N (1.079, 1.972, 4.955)
C (0.430, 2.926, 5.852)
C (2.072, 1.219, 5.733)
H (-1.466, 1.903, 3.937)
H (-1.792, 2.243, 2.235)
H (-1.120, 3.488, 3.219)
H (-0.043, -0.123, 2.982)
H (1.080, 0.289, 1.678)
H (-0.642, 0.489, 1.418)
H (0.907, 4.941, 2.249)
H (1.408, 6.007, 3.575)
H (0.061, 4.961, 3.820)
H (3.546, 4.748, 2.693)
H (4.018, 3.685, 4.033)
H (3.465, 5.322, 4.375)
H (1.126, 3.667, 6.258)
H (-0.017, 2.398, 6.703)
H (-0.400, 3.451, 5.378)
H (2.904, 1.858, 6.039)
H (2.480, 0.400, 5.131)
H (1.626, 0.764, 6.624)

These are the Mulliken partial charges, in e, on atoms 1 to 8:
1 C -0.569
2 P 0.388
3 O -0.758
4 C -0.453
5 C 0.385
6 O -0.514
7 Cl -0.197
8 N -0.427


Record 3
Below is a 5-piece molecular cluster, C16H44BrN4O4 overall, with properties calculated with ωB97M-V/def2-TZVPD.

Its spin multiplicity is 2. Its expectation value of S² is 0.7540. As for the total charge: +2. The calculation puts the lowest unoccupied orbital energy (spin up / spin down) at -0.174 / -0.175 Eh. Its HOMO energy (spin up / spin down) is -0.28731 / -0.44448 hartree. The HOMO-LUMO gap (spin up / spin down) comes out at 3.08 / 7.32 eV.

Positions of all 69 atoms, in Å:
Br (1.070, 8.534, 18.465)
C (-2.938, 6.389, 21.202)
C (-1.853, 6.348, 20.204)
O (-1.948, 5.929, 19.052)
N (-0.460, 6.714, 20.713)
H (-0.116, 7.197, 19.896)
H (-0.442, 7.468, 21.384)
C (0.367, 5.464, 21.089)
H (-2.530, 6.652, 22.178)
H (-3.586, 5.512, 21.180)
H (-3.546, 7.282, 21.058)
H (0.441, 5.489, 22.177)
H (1.356, 5.441, 20.633)
H (-0.187, 4.530, 20.995)
C (3.100, 10.797, 22.433)
C (4.228, 10.099, 21.667)
O (5.395, 10.285, 22.069)
N (3.798, 9.266, 20.490)
H (3.165, 8.508, 20.700)
H (3.186, 9.924, 20.029)
C (4.940, 8.746, 19.584)
H (3.514, 11.285, 23.315)
H (2.356, 10.092, 22.803)
H (2.882, 11.669, 21.816)
H (5.235, 9.587, 18.956)
H (4.682, 7.873, 18.985)
H (5.774, 8.324, 20.145)
C (1.992, 8.339, 14.766)
N (2.385, 9.782, 14.440)
C (2.600, 9.818, 12.937)
C (1.192, 10.639, 14.887)
C (3.715, 10.146, 15.204)
C (4.977, 9.149, 15.128)
O (4.728, 7.986, 15.841)
H (0.961, 8.060, 14.549)
H (2.309, 8.262, 15.806)
H (2.663, 7.656, 14.246)
H (1.889, 9.161, 12.435)
H (3.601, 9.400, 12.830)
H (2.665, 10.868, 12.653)
H (1.432, 11.701, 14.827)
H (0.954, 10.337, 15.908)
H (0.347, 10.486, 14.215)
H (3.417, 10.442, 16.210)
H (4.071, 11.086, 14.783)
H (5.861, 9.658, 15.513)
H (5.140, 8.999, 14.061)
H (5.503, 7.713, 16.337)
C (-0.688, 15.792, 20.849)
N (-0.348, 14.323, 21.093)
C (1.243, 14.255, 21.233)
C (-1.107, 13.812, 22.343)
C (-0.830, 13.514, 19.896)
C (-0.406, 11.993, 19.903)
O (0.945, 11.771, 19.717)
H (-0.640, 16.402, 21.751)
H (-1.699, 15.921, 20.461)
H (-0.051, 16.113, 20.025)
H (1.586, 14.367, 20.205)
H (1.465, 13.309, 21.726)
H (1.592, 15.113, 21.808)
H (-0.785, 14.512, 23.114)
H (-1.104, 12.740, 22.542)
H (-2.151, 13.909, 22.048)
H (-0.576, 14.014, 18.962)
H (-1.909, 13.641, 19.803)
H (-0.971, 11.490, 19.118)
H (-0.745, 11.419, 20.765)
H (1.116, 10.922, 19.303)

These are the Mulliken partial charges, in e, on atoms 1 to 8:
1 Br -0.688
2 C -1.014
3 C 0.659
4 O -0.419
5 N 0.427
6 H -0.582
7 H 0.469
8 C -0.767


Record 4
Below is C16H44ClFeN4O4 as an isolated structure, with properties calculated with ωB97M-V/def2-TZVPD.

Its spin multiplicity is 9. Its expectation value of S² is 20.0139. As for the total charge: +1. The calculation puts the lowest unoccupied orbital energy (spin up / spin down) at -0.099 / -0.218 Eh. Its HOMO energy (spin up / spin down) is -0.17229 / -0.41722 hartree. The HOMO-LUMO gap (spin up / spin down) comes out at 2.00 / 5.42 eV.

Positions of all 70 atoms, in Å:
Fe (-16.391, 24.870, -16.734)
Cl (-18.617, 25.858, -16.961)
C (-18.477, 29.926, -16.180)
C (-19.350, 30.012, -14.928)
C (-20.790, 30.479, -15.173)
O (-22.007, 30.159, -14.389)
C (-21.926, 30.392, -12.936)
N (-19.353, 28.624, -14.466)
H (-18.599, 29.036, -16.797)
H (-17.410, 29.815, -15.990)
H (-18.721, 30.747, -16.854)
H (-18.845, 30.690, -14.240)
H (-21.013, 30.385, -16.236)
H (-20.764, 31.557, -15.020)
H (-22.052, 31.455, -12.726)
H (-21.018, 30.065, -12.431)
H (-22.759, 29.865, -12.472)
H (-19.301, 28.006, -15.263)
H (-20.067, 28.250, -13.857)
C (-16.721, 21.957, -20.170)
C (-16.631, 23.335, -19.562)
C (-17.670, 24.401, -20.103)
O (-18.890, 23.818, -19.966)
C (-19.977, 24.436, -20.669)
N (-16.783, 23.286, -18.147)
H (-16.106, 21.268, -19.590)
H (-16.355, 21.974, -21.196)
H (-17.687, 21.458, -20.097)
H (-15.630, 23.651, -19.856)
H (-17.553, 24.499, -21.182)
H (-17.620, 25.391, -19.649)
H (-20.909, 23.897, -20.498)
H (-19.726, 24.618, -21.714)
H (-20.146, 25.395, -20.179)
H (-16.127, 22.534, -17.995)
H (-17.644, 22.765, -18.064)
C (-17.724, 22.776, -13.342)
C (-17.245, 23.829, -14.310)
C (-16.387, 24.959, -13.643)
O (-15.925, 25.607, -14.837)
C (-15.392, 26.888, -14.494)
N (-16.440, 23.154, -15.390)
H (-18.477, 22.242, -13.920)
H (-18.232, 23.156, -12.456)
H (-16.884, 22.187, -12.974)
H (-18.113, 24.383, -14.667)
H (-15.555, 24.651, -13.009)
H (-16.993, 25.633, -13.037)
H (-14.386, 26.690, -14.122)
H (-16.087, 27.494, -13.912)
H (-15.114, 27.380, -15.426)
H (-15.644, 22.675, -14.995)
H (-16.958, 22.294, -15.497)
C (-24.298, 24.325, -16.955)
C (-23.273, 25.497, -16.992)
C (-22.182, 25.607, -15.857)
O (-22.926, 25.938, -14.656)
C (-22.057, 26.629, -13.734)
N (-22.638, 25.246, -18.360)
H (-25.227, 24.606, -17.452)
H (-24.461, 24.301, -15.877)
H (-23.953, 23.346, -17.286)
H (-23.842, 26.426, -16.996)
H (-21.374, 26.271, -16.166)
H (-21.739, 24.637, -15.632)
H (-22.460, 26.692, -12.723)
H (-21.792, 27.620, -14.101)
H (-21.122, 26.096, -13.561)
H (-22.313, 26.164, -18.628)
H (-21.766, 24.828, -18.068)

These are the Mulliken partial charges, in e, on atoms 1 to 8:
1 Fe -0.531
2 Cl -0.145
3 C -1.338
4 C 0.147
5 C -1.190
6 O 0.758
7 C -1.165
8 N -0.244


Record 5
Below is a 6-piece molecular cluster, C16H44ClN6O12 overall, with properties calculated with ωB97M-V/def2-TZVPD.

As for the total charge: -1. The calculation puts the lowest unoccupied orbital energy at 0.089 Eh. Its HOMO energy is -0.23261 hartree. The HOMO-LUMO gap comes out at 8.74 eV.

Positions of all 79 atoms, in Å:
Cl (29.384, 0.588, -23.788)
O (29.263, -0.530, -22.878)
O (28.039, 1.073, -24.057)
O (30.182, 1.686, -23.302)
O (29.949, 0.183, -25.000)
C (29.675, -4.215, -23.395)
O (30.019, -5.356, -23.178)
N (28.634, -3.596, -22.951)
N (30.308, -3.512, -24.295)
H (28.056, -4.229, -22.418)
H (28.575, -2.605, -23.141)
H (30.008, -2.596, -24.598)
H (31.095, -3.913, -24.785)
C (26.398, 4.216, -23.554)
O (26.005, 5.361, -23.683)
N (25.752, 3.187, -23.873)
N (27.646, 3.920, -23.228)
H (24.898, 3.227, -24.411)
H (26.257, 2.313, -23.829)
H (28.308, 4.660, -23.043)
H (28.087, 3.028, -23.397)
C (33.574, -0.140, -25.507)
O (33.582, -1.166, -26.436)
C (32.280, -1.569, -26.813)
C (32.433, -2.471, -28.063)
N (33.463, -3.516, -27.875)
C (33.801, -4.338, -29.041)
C (32.628, -4.608, -30.030)
O (32.153, -3.492, -30.805)
C (33.038, -3.104, -31.815)
H (33.407, 0.870, -25.880)
H (34.580, 0.002, -25.115)
H (32.922, -0.228, -24.638)
H (31.607, -0.712, -26.814)
H (31.851, -2.272, -26.098)
H (32.715, -1.792, -28.868)
H (31.449, -2.830, -28.367)
H (34.208, -2.956, -27.486)
H (34.409, -5.212, -28.810)
H (34.466, -3.738, -29.662)
H (31.803, -5.001, -29.435)
H (32.937, -5.432, -30.673)
H (33.714, -2.307, -31.503)
H (32.474, -2.743, -32.675)
H (33.630, -3.884, -32.293)
C (32.865, -5.533, -20.415)
O (33.793, -4.626, -21.006)
C (33.393, -4.041, -22.207)
C (34.110, -2.658, -22.388)
N (33.907, -1.777, -21.234)
C (32.484, -1.353, -21.182)
C (32.478, -0.093, -20.350)
O (32.949, -0.413, -19.035)
C (32.828, 0.713, -18.100)
H (32.480, -6.219, -21.169)
H (31.954, -4.992, -20.160)
H (33.256, -6.000, -19.511)
H (32.304, -4.057, -22.237)
H (33.720, -4.678, -23.029)
H (33.961, -2.184, -23.358)
H (35.167, -2.924, -22.396)
H (34.164, -2.249, -20.379)
H (31.883, -2.148, -20.739)
H (32.064, -1.214, -22.178)
H (31.518, 0.420, -20.401)
H (33.224, 0.602, -20.736)
H (33.492, 1.519, -18.412)
H (32.995, 0.345, -17.088)
H (31.835, 1.160, -18.070)
C (26.153, -2.513, -27.472)
C (26.432, -2.325, -25.920)
O (26.032, -1.143, -25.403)
O (26.795, -1.517, -28.211)
H (25.094, -2.428, -27.716)
H (26.505, -3.533, -27.629)
H (27.503, -2.435, -25.749)
H (25.916, -3.153, -25.434)
H (26.843, -0.734, -25.093)
H (26.269, -0.718, -28.285)

These are the Mulliken partial charges, in e, on atoms 1 to 8:
1 Cl 1.808
2 O -0.682
3 O -0.907
4 O -0.745
5 O -0.617
6 C 0.678
7 O -0.766
8 N -0.218


Record 6
Below is a 4-piece molecular cluster, C16H44N4O4 overall, with properties calculated with ωB97M-V/def2-TZVPD.

Its spin multiplicity is 2. Its expectation value of S² is 0.7553. As for the total charge: +1. The calculation puts the lowest unoccupied orbital energy (spin up / spin down) at -0.090 / -0.308 Eh. Its HOMO energy (spin up / spin down) is -0.39449 / -0.39449 hartree. The HOMO-LUMO gap (spin up / spin down) comes out at 8.29 / 2.36 eV.

Positions of all 68 atoms, in Å:
C (-5.078, 1.434, 3.227)
C (-4.095, 0.698, 2.342)
C (-4.748, 0.171, 0.975)
O (-3.780, -0.569, 0.175)
C (-3.905, -0.452, -1.289)
N (-2.954, 1.539, 2.136)
H (-4.620, 1.810, 4.142)
H (-5.933, 0.831, 3.534)
H (-5.543, 2.247, 2.668)
H (-3.837, -0.175, 2.941)
H (-5.115, 0.979, 0.342)
H (-5.543, -0.553, 1.149)
H (-3.653, 0.571, -1.570)
H (-4.896, -0.788, -1.593)
H (-3.161, -1.042, -1.825)
H (-2.415, 1.381, 1.297)
H (-3.185, 2.511, 1.988)
C (-0.219, -1.045, 2.490)
C (-0.815, -2.424, 2.454)
C (-1.582, -2.620, 3.794)
O (-2.207, -3.899, 3.909)
C (-1.373, -5.047, 3.930)
N (-1.768, -2.554, 1.273)
H (0.356, -0.899, 1.575)
H (0.489, -0.923, 3.310)
H (-0.803, -0.138, 2.648)
H (0.089, -3.028, 2.390)
H (-2.454, -1.973, 3.892)
H (-0.921, -2.589, 4.660)
H (-0.580, -5.093, 4.676)
H (-0.822, -5.163, 2.997)
H (-1.984, -5.922, 4.152)
H (-2.450, -1.817, 1.166)
H (-2.408, -3.296, 1.519)
C (0.592, 2.152, -1.956)
C (0.421, 1.395, -0.667)
C (1.310, 1.845, 0.520)
O (2.661, 1.641, 0.369)
C (3.311, 1.613, 1.662)
N (-1.019, 1.242, -0.235)
H (1.610, 2.541, -1.983)
H (0.004, 3.068, -2.000)
H (0.634, 1.471, -2.806)
H (0.776, 0.378, -0.834)
H (0.834, 1.332, 1.356)
H (1.050, 2.842, 0.874)
H (4.162, 0.992, 1.383)
H (2.755, 1.161, 2.483)
H (3.667, 2.551, 2.088)
H (-1.510, 0.675, -0.911)
H (-0.964, 0.558, 0.507)
C (3.343, 1.840, -5.516)
C (4.614, 1.422, -4.688)
C (4.351, 0.111, -3.953)
O (3.497, 0.237, -2.800)
C (3.561, -1.043, -2.122)
N (5.694, 1.310, -5.667)
H (3.685, 2.779, -5.951)
H (2.485, 1.939, -4.851)
H (3.085, 1.106, -6.279)
H (4.935, 2.181, -3.975)
H (5.348, -0.270, -3.729)
H (4.000, -0.613, -4.688)
H (4.018, -0.820, -1.158)
H (4.221, -1.843, -2.457)
H (2.516, -1.342, -2.039)
H (6.553, 1.300, -5.136)
H (5.715, 2.083, -6.317)

These are the Mulliken partial charges, in e, on atoms 1 to 8:
1 C -1.719
2 C 0.966
3 C -0.758
4 O -0.311
5 C -1.003
6 N 0.105
7 H 0.431
8 H 0.427